1.
136
Properties=species:S:1:pos:R:3:lowdin_charge:R:1 method="wB97M-V/def2-TZVPD" charge=+1 e_tot_ha=-3503.70153 homo_lumo_gap_ev=7.9
C 0.022 0.059 7.129 -0.064
C -0.605 -1.196 6.527 -0.296
O -1.124 -0.944 5.250 -0.160
C -1.618 -2.145 4.690 -0.188
C -2.422 -1.826 3.440 -0.193
O -2.204 -2.786 2.441 -0.141
C -3.182 -2.659 1.422 -0.180
C -2.773 -3.384 0.157 -0.158
O -2.015 -2.566 -0.717 -0.120
C -0.645 -2.766 -0.433 -0.159
C 0.173 -1.434 -0.634 -0.204
C -0.649 -0.407 0.200 -0.078
C -1.446 0.786 -0.384 -0.334
C -1.225 1.943 0.682 -0.060
C -2.980 0.590 -0.441 -0.066
C 0.312 -1.425 -2.201 -0.171
C -0.861 -1.165 -3.169 -0.090
C -0.948 -2.383 -4.148 -0.258
N -1.478 -2.083 -5.493 0.015
C 1.551 -0.459 -2.323 -0.188
C 2.013 -0.398 -3.781 -0.146
O 2.086 -1.673 -4.437 -0.104
N 1.629 -1.510 -5.755 -0.032
O 1.807 -2.474 -6.346 0.120
N 2.579 -0.709 -1.201 -0.053
C 3.800 -1.339 -1.816 -0.068
C 4.911 -1.876 -0.892 -0.393
C 4.978 -3.249 -0.254 -0.044
N 5.913 -1.173 -0.704 0.176
P 2.951 0.983 -0.791 0.571
N 4.030 1.209 0.299 -0.092
O 3.484 1.712 -2.141 -0.105
O 1.663 1.759 -0.262 -0.103
C 1.701 -1.551 -0.266 -0.292
N 1.979 -2.949 -0.500 0.103
C 2.030 -1.555 1.258 -0.148
O 2.016 -0.318 1.918 -0.204
C 1.386 -0.439 3.189 -0.058
H 0.175 -0.139 8.191 0.078
H -0.641 0.917 7.072 0.079
H 1.004 0.276 6.718 0.067
H 0.182 -1.959 6.485 0.119
H -1.381 -1.528 7.221 0.121
H -2.246 -2.610 5.454 0.128
H -0.760 -2.793 4.478 0.127
H -2.104 -0.838 3.085 0.121
H -3.479 -1.773 3.711 0.134
H -3.255 -1.593 1.175 0.104
H -4.152 -2.970 1.820 0.137
H -2.251 -4.310 0.402 0.135
H -3.690 -3.680 -0.351 0.134
H -0.472 -3.120 0.587 0.125
H -0.322 -3.549 -1.123 0.131
H 0.069 0.092 0.853 0.074
H -1.324 -0.898 0.896 0.100
H -1.061 1.197 -1.315 0.119
H -0.519 2.675 0.308 0.053
H -2.145 2.503 0.821 0.058
H -0.925 1.531 1.643 0.082
H -3.298 -0.254 -1.043 0.066
H -3.375 0.600 0.572 0.078
H -3.368 1.489 -0.929 0.079
H 0.602 -2.416 -2.555 0.105
H -0.731 -0.265 -3.783 0.114
H -1.835 -1.057 -2.714 0.105
H -1.690 -3.049 -3.707 0.118
H 0.025 -2.867 -4.252 0.083
H -1.295 -2.908 -6.047 0.073
H -0.883 -1.369 -5.898 0.032
H 1.011 0.496 -2.249 0.142
H 1.284 0.203 -4.319 0.125
H 2.964 0.107 -3.947 0.118
H 4.307 -0.645 -2.478 0.121
H 3.520 -2.175 -2.458 0.134
H 5.981 -3.623 -0.419 0.090
H 4.292 -3.904 -0.789 0.061
H 4.708 -3.256 0.795 0.062
H 5.821 -0.278 -1.184 0.060
H 4.334 0.311 0.664 -0.004
H 3.704 2.591 -1.810 0.100
H 1.918 2.211 0.550 0.105
H 1.790 -3.590 0.242 0.102
H 2.068 -3.308 -1.430 0.106
H 1.352 -2.234 1.779 0.128
H 3.024 -1.999 1.342 0.112
H 0.364 -0.814 3.121 0.074
H 1.428 0.545 3.643 0.102
H 1.968 -1.113 3.826 0.104
F -1.415 4.824 0.888 0.026
C -2.028 5.580 -0.042 -0.291
C -3.316 5.276 -0.429 -0.018
C -3.939 6.078 -1.372 -0.073
C -3.262 7.161 -1.918 -0.087
C -1.966 7.444 -1.522 -0.077
C -1.344 6.652 -0.574 -0.022
H -3.824 4.426 0.008 0.114
H -4.952 5.862 -1.680 0.109
H -3.746 7.781 -2.650 0.103
H -1.439 8.285 -1.951 0.109
H -0.336 6.865 -0.241 0.118
F -2.712 8.442 5.536 0.065
C -1.709 7.627 5.165 -0.287
C -1.634 7.206 3.853 -0.010
C -0.597 6.370 3.470 -0.082
C 0.343 5.958 4.405 -0.098
C 0.250 6.386 5.721 -0.085
C -0.780 7.231 6.105 -0.016
H -2.381 7.532 3.142 0.118
H -0.522 6.040 2.448 0.074
H 1.150 5.302 4.106 0.096
H 0.980 6.063 6.450 0.104
H -0.865 7.583 7.125 0.119
F 2.853 -4.077 2.442 0.022
C 3.278 -5.294 2.890 -0.267
C 4.007 -6.106 2.047 -0.021
C 4.440 -7.340 2.509 -0.070
C 4.129 -7.746 3.797 -0.081
C 3.390 -6.918 4.629 -0.069
C 2.964 -5.680 4.175 -0.016
H 4.233 -5.775 1.043 0.102
H 5.020 -7.984 1.862 0.110
H 4.464 -8.710 4.154 0.108
H 3.144 -7.237 5.632 0.111
H 2.394 -5.016 4.811 0.116
F -4.804 3.704 -8.609 0.064
C -4.141 2.556 -8.391 -0.289
C -2.997 2.563 -7.613 -0.017
C -2.323 1.368 -7.396 -0.091
C -2.796 0.196 -7.967 -0.102
C -3.943 0.217 -8.745 -0.078
C -4.623 1.399 -8.954 -0.017
H -2.643 3.492 -7.187 0.115
H -1.430 1.355 -6.784 0.092
H -2.275 -0.737 -7.807 0.081
H -4.307 -0.696 -9.193 0.108
H -5.523 1.429 -9.554 0.122



2.
129
Properties=species:S:1:pos:R:3:lowdin_charge:R:1 method="wB97M-V/def2-TZVPD" s_squared=0.755 charge=+2 e_tot_ha=-5529.32867 homo_lumo_gap_ev="7.8 / 8.0" e_above_lowest_kj_mol=64.2 multiplicity=2
Ti -0.659 -0.702 0.467 0.859
C 0.083 -2.544 1.511 -0.075
C -0.851 -3.006 0.524 -0.159
C -2.133 -2.498 0.921 -0.151
C -1.921 -1.723 2.104 -0.081
C -0.568 -1.780 2.498 -0.243
C -0.001 -1.248 3.802 -0.537
C -0.508 -2.171 4.919 -0.022
C 1.531 -1.282 3.785 -0.039
C -0.467 0.180 4.078 -0.026
C -3.562 -2.749 0.395 -0.487
C -4.564 -1.945 1.239 -0.058
C -3.764 -2.315 -1.083 -0.025
C -3.940 -4.223 0.607 -0.024
C -0.371 -4.078 -0.469 -0.510
C 1.077 -3.795 -0.889 -0.058
C -0.381 -5.418 0.286 -0.016
C -1.173 -4.196 -1.768 -0.033
H 1.116 -2.851 1.556 0.117
H -2.701 -1.296 2.711 0.108
H -0.216 -3.208 4.735 0.097
H -1.597 -2.133 4.996 0.091
H -0.087 -1.863 5.879 0.096
H 1.908 -2.301 3.647 0.092
H 1.915 -0.918 4.741 0.097
H 1.926 -0.634 3.000 0.062
H -1.545 0.228 4.232 0.074
H -0.206 0.853 3.265 0.075
H 0.011 0.554 4.988 0.102
H -4.404 -0.874 1.152 0.041
H -4.538 -2.232 2.294 0.097
H -5.571 -2.149 0.870 0.103
H -3.017 -1.596 -1.411 0.036
H -4.739 -1.838 -1.204 0.085
H -3.730 -3.152 -1.776 0.077
H -3.912 -4.472 1.673 0.102
H -3.288 -4.918 0.090 0.057
H -4.961 -4.389 0.250 0.102
H 1.771 -3.820 -0.046 0.070
H 1.172 -2.825 -1.378 0.063
H 1.380 -4.569 -1.598 0.093
H 0.238 -5.360 1.185 0.094
H 0.022 -6.207 -0.356 0.097
H -1.385 -5.710 0.594 0.079
H -1.180 -3.249 -2.316 0.053
H -2.196 -4.515 -1.617 0.062
H -0.696 -4.948 -2.403 0.099
N 3.407 -1.600 0.437 0.116
C 3.004 -0.338 -0.184 -0.297
C 3.706 0.928 0.323 -0.128
C 5.220 0.953 0.149 -0.165
C 5.687 1.352 -1.251 -0.137
N 5.131 0.555 -2.363 0.102
C 5.484 -0.682 -2.672 -0.435
N 6.508 -1.264 -2.036 0.229
N 4.801 -1.362 -3.594 0.230
C 1.515 -0.173 -0.006 -0.563
O 0.982 0.442 0.955 -0.033
O 0.727 -0.666 -0.891 -0.198
H 3.443 -1.509 1.449 0.088
H 4.321 -1.892 0.122 0.076
H 3.116 -0.448 -1.260 0.120
H 3.460 1.025 1.383 0.127
H 3.282 1.812 -0.177 0.133
H 5.657 -0.003 0.451 0.105
H 5.642 1.700 0.822 0.129
H 6.776 1.335 -1.308 0.124
H 5.391 2.377 -1.460 0.135
H 4.371 0.957 -2.890 0.150
H 7.151 -0.706 -1.500 0.122
H 6.834 -2.170 -2.326 0.138
H 3.980 -0.974 -4.027 0.107
H 5.085 -2.282 -3.883 0.137
C -2.886 -0.015 -5.583 -0.186
C -1.643 0.767 -5.126 -0.444
Sb -0.658 -0.320 -3.566 1.455
C 1.313 0.596 -3.661 -0.439
C 1.529 1.589 -4.812 -0.178
C -0.087 -2.029 -4.746 -0.441
C 0.605 -1.715 -6.073 -0.175
H -3.520 0.594 -6.230 0.077
H -3.501 -0.346 -4.739 0.043
H -2.609 -0.910 -6.148 0.064
H -1.915 1.743 -4.716 0.047
H -0.960 0.945 -5.961 0.041
H 1.997 -0.264 -3.725 0.014
H 1.498 1.079 -2.697 0.005
H 1.370 1.127 -5.786 0.057
H 2.540 2.007 -4.810 0.062
H 0.833 2.428 -4.738 0.063
H -1.007 -2.598 -4.917 0.050
H 0.539 -2.648 -4.097 0.034
H -0.015 -1.087 -6.718 0.064
H 0.817 -2.633 -6.627 0.076
H 1.557 -1.194 -5.929 0.046
C -3.163 3.273 4.547 -0.057
C -3.800 2.083 4.218 -0.064
C -3.572 1.497 2.982 -0.147
C -2.723 2.109 2.063 -0.372
C -2.071 3.288 2.401 -0.093
C -2.294 3.869 3.643 -0.056
As -2.391 1.276 0.350 1.369
C -4.139 1.227 -0.495 -0.384
C -5.316 1.518 0.175 -0.096
C -6.522 1.514 -0.519 -0.054
C -6.550 1.237 -1.878 -0.057
C -5.364 0.976 -2.554 -0.062
C -4.162 0.968 -1.863 -0.136
C -1.661 2.744 -0.696 -0.373
C -0.384 2.657 -1.239 -0.125
C 0.114 3.681 -2.038 -0.080
C -0.668 4.796 -2.291 -0.060
C -1.943 4.893 -1.737 -0.049
C -2.442 3.870 -0.944 -0.086
H -3.344 3.736 5.509 0.114
H -4.471 1.610 4.924 0.117
H -4.064 0.564 2.744 0.086
H -1.391 3.758 1.706 0.101
H -1.792 4.792 3.900 0.113
H -5.314 1.767 1.224 0.093
H -7.441 1.737 0.008 0.114
H -7.493 1.240 -2.412 0.114
H -5.374 0.782 -3.621 0.104
H -3.241 0.774 -2.397 0.044
H 0.230 1.794 -1.036 0.050
H 1.112 3.610 -2.456 0.101
H -0.289 5.596 -2.917 0.114
H -2.552 5.769 -1.927 0.116
H -3.437 3.949 -0.524 0.117



3.
161
Properties=species:S:1:pos:R:3:lowdin_charge:R:1 method="wB97M-V/def2-TZVPD" charge=0 e_tot_ha=-4499.47823 smiles="CCN(CC(C)C)[C@@H](S)[C@](O)(O[C@H](CCCCCCCCCOC)C[C@@H](C)O)B(C)O.O=C1OCCO1.O=C1OCCO1.O=C1OCCO1.O=C1OCCO1.O=C1OCCO1.O=C1OCCO1.O=C1OCCO1.O=C1OCCO1" homo_lumo_gap_ev=8.5
C 6.040 5.319 1.083 -0.112
C 5.740 3.751 0.721 -0.241
N 4.366 3.242 1.086 -0.178
C 3.912 3.610 2.459 -0.178
C 2.745 4.809 2.507 -0.333
C 2.873 5.638 3.931 -0.096
C 2.682 5.740 1.172 -0.117
C 4.375 1.775 0.766 -0.485
S 5.158 0.684 2.128 0.742
C 2.981 1.155 0.164 -0.359
O 3.323 -0.252 -0.241 -0.064
O 2.319 1.930 -0.876 -0.089
C 3.189 2.509 -1.884 -0.267
C 2.180 3.352 -2.923 -0.130
C 1.852 4.874 -2.418 -0.201
C 0.574 4.880 -1.389 -0.219
C -0.818 4.277 -2.016 -0.196
C -1.940 5.462 -2.166 -0.219
C -2.829 5.751 -0.817 -0.217
C -3.666 4.461 -0.248 -0.211
C -5.262 4.441 -0.676 -0.172
C -5.858 2.881 -0.759 -0.216
O -5.265 1.995 0.280 -0.272
C -5.563 0.565 -0.049 -0.095
C 4.003 1.463 -2.846 -0.109
C 3.071 0.551 -3.838 -0.334
C 3.887 -0.895 -4.037 -0.069
O 1.750 0.187 -3.301 -0.118
B 1.801 0.912 1.338 -0.298
C 0.342 1.737 1.263 -0.032
O 1.937 -0.036 2.463 0.000
H 5.355 6.038 0.420 0.076
H 7.156 5.643 0.811 0.094
H 5.881 5.617 2.203 0.077
H 6.554 3.100 1.290 0.120
H 6.009 3.630 -0.436 0.132
H 3.408 2.729 3.088 0.132
H 4.769 4.018 3.185 0.118
H 1.701 4.234 2.572 0.114
H 3.449 4.966 4.717 0.076
H 1.764 5.731 4.362 0.091
H 3.419 6.670 3.839 0.084
H 1.572 6.174 1.108 0.085
H 2.874 5.200 0.154 0.051
H 3.365 6.707 1.334 0.085
H 5.164 1.650 -0.126 0.116
H 4.534 -0.589 2.081 -0.080
H 2.400 -0.684 -0.295 0.124
H 3.961 3.310 -1.515 0.136
H 2.792 3.462 -3.940 0.124
H 1.211 2.739 -3.176 0.115
H 1.524 5.488 -3.388 0.119
H 2.808 5.448 -2.009 0.110
H 0.466 5.994 -0.988 0.111
H 0.900 4.224 -0.448 0.084
H -0.701 3.782 -3.082 0.110
H -1.170 3.404 -1.287 0.102
H -2.638 5.184 -3.065 0.107
H -1.416 6.499 -2.443 0.119
H -2.219 6.232 0.076 0.112
H -3.641 6.567 -1.126 0.112
H -3.654 4.556 0.942 0.121
H -3.229 3.415 -0.543 0.099
H -5.398 4.933 -1.729 0.108
H -5.904 5.044 0.119 0.116
H -5.641 2.504 -1.863 0.129
H -7.024 2.870 -0.614 0.127
H -5.007 0.200 -1.021 0.098
H -6.723 0.481 -0.230 0.092
H -5.221 -0.132 0.829 0.083
H 4.730 0.819 -2.160 0.109
H 4.725 2.091 -3.550 0.139
H 2.959 0.982 -4.937 0.159
H 3.997 -1.208 -5.159 0.076
H 3.237 -1.750 -3.520 0.094
H 4.930 -0.907 -3.505 0.071
H 1.802 -0.155 -2.361 0.088
H -0.305 1.459 2.227 0.083
H -0.289 1.339 0.337 0.092
H 0.474 2.900 1.252 0.057
H 1.305 -0.794 2.291 0.120
O 5.998 -1.798 -7.486 0.130
C 6.666 -2.421 -6.678 -0.516
O 7.373 -3.552 -6.969 0.064
C 8.181 -3.834 -5.842 -0.142
C 7.456 -3.158 -4.723 -0.142
O 6.803 -2.079 -5.364 0.042
H 8.269 -4.913 -5.689 0.138
H 9.178 -3.415 -6.008 0.136
H 6.702 -3.805 -4.262 0.138
H 8.136 -2.795 -3.947 0.138
O -8.020 -0.971 -1.384 0.122
C -7.254 -1.780 -1.881 -0.505
O -7.624 -2.750 -2.767 0.070
C -6.431 -3.322 -3.272 -0.137
C -5.431 -3.030 -2.201 -0.127
O -5.915 -1.834 -1.621 0.021
H -6.558 -4.395 -3.442 0.142
H -6.182 -2.838 -4.222 0.126
H -5.401 -3.810 -1.433 0.140
H -4.423 -2.887 -2.602 0.141
O -5.120 -5.730 -6.531 0.125
C -5.843 -4.975 -7.160 -0.499
O -6.139 -3.697 -6.784 0.046
C -6.808 -3.092 -7.875 -0.135
C -7.372 -4.257 -8.621 -0.136
O -6.461 -5.300 -8.333 0.072
H -7.584 -2.407 -7.522 0.141
H -6.079 -2.529 -8.468 0.139
H -8.365 -4.544 -8.258 0.139
H -7.427 -4.075 -9.698 0.141
O 6.302 4.662 6.898 0.132
C 6.227 3.485 6.588 -0.514
O 6.990 2.493 7.132 0.065
C 6.451 1.264 6.682 -0.138
C 5.742 1.642 5.422 -0.179
O 5.368 2.988 5.650 0.035
H 7.245 0.532 6.509 0.138
H 5.769 0.876 7.446 0.136
H 6.396 1.600 4.545 0.097
H 4.861 1.021 5.238 0.125
O -2.750 -4.235 3.345 0.121
C -3.344 -3.210 3.634 -0.496
O -4.261 -3.106 4.640 0.050
C -4.544 -1.729 4.799 -0.134
C -4.194 -1.151 3.466 -0.133
O -3.179 -2.016 2.993 0.069
H -5.596 -1.576 5.055 0.149
H -3.920 -1.330 5.605 0.127
H -5.035 -1.175 2.765 0.121
H -3.824 -0.124 3.542 0.147
O -3.298 -0.145 9.327 0.137
C -3.373 -1.322 9.017 -0.511
O -2.610 -2.314 9.562 0.071
C -3.149 -3.543 9.111 -0.127
C -3.858 -3.165 7.851 -0.146
O -4.232 -1.819 8.079 0.045
H -2.355 -4.275 8.939 0.131
H -3.831 -3.931 9.875 0.141
H -3.204 -3.207 6.974 0.113
H -4.739 -3.786 7.667 0.146
O -1.017 -8.256 7.513 0.133
C -0.903 -7.259 6.819 -0.514
O -0.761 -5.992 7.306 0.048
C -0.435 -5.163 6.206 -0.139
C -0.977 -5.917 5.035 -0.147
O -0.902 -7.267 5.454 0.070
H -0.894 -4.177 6.314 0.125
H 0.653 -5.047 6.161 0.137
H -2.024 -5.670 4.827 0.112
H -0.387 -5.759 4.128 0.141
O 0.235 -7.817 -4.472 0.130
C -0.488 -7.063 -5.102 -0.516
O -0.784 -5.785 -4.726 0.060
C -1.453 -5.179 -5.817 -0.141
C -2.018 -6.344 -6.563 -0.148
O -1.106 -7.388 -6.275 0.064
H -2.229 -4.495 -5.464 0.131
H -0.724 -4.617 -6.409 0.136
H -3.010 -6.632 -6.200 0.112
H -2.072 -6.162 -7.639 0.139